# C5H10O2

A structure of composition C5H10O2 (wB97M-V/def2-TZVPD, the Open Molecules 2025 dataset).

Last column: Löwdin charge in e.
Positions of all 17 atoms, in Å:
C 2.180 1.005 -0.528  -0.102
O 0.824 1.026 -0.127  -0.131
C 0.259 -0.246 -0.303  -0.280
C 0.504 -1.188 0.890  -0.120
O -0.771 -0.836 1.451  -0.067
C -1.195 -0.440 0.140  -0.340
C -2.333 0.550 0.026  -0.014
H 2.768 0.263 0.036  0.089
H 2.271 0.766 -1.599  0.090
H 2.605 1.995 -0.350  0.091
H 0.457 -0.609 -1.320  0.147
H 1.337 -0.961 1.561  0.124
H 0.523 -2.248 0.595  0.125
H -1.506 -1.352 -0.411  0.144
H -2.029 1.575 -0.203  0.081
H -2.945 0.167 -0.790  0.074
H -2.949 0.533 0.932  0.088

Properties
HOMO level = -9.73 eV
ΔE to the lowest compared entry with this formula, charge and spin = 2.8327 eV
LUMO level = 1.0 eV
Kohn-Sham gap = 10.77 eV
E = -346.92133 a.u.